(1)
DFT (the ωB97M-V functional and the def2-TZVPD basis) results for a structure of composition C27H30BBeF4N5O.

Last column: natural (NBO) charge in e.
Geometry (Å):
Be -17.78496 9.17314 -1.90233  1.00
B -19.80912 11.31785 -2.41915  1.32
F -20.47508 12.07941 -1.50060  -0.57
F -20.10578 9.97212 -2.32455  -0.57
F -20.16111 11.73906 -3.71854  -0.57
F -18.50245 11.42716 -2.09576  -0.56
C -14.06238 6.99613 0.53338  -0.64
C -14.88656 6.60002 -0.73362  -0.04
O -15.93580 7.37939 -1.30402  -1.03
H -13.24873 6.27084 0.52679  0.19
H -14.60545 7.02800 1.47792  0.18
H -13.62653 7.98992 0.43088  0.18
H -15.24598 5.61293 -0.44280  0.09
H -14.25434 6.45972 -1.61039  0.12
N -16.13844 10.74763 -0.51286  -0.41
C -16.40397 11.85054 0.24016  0.05
C -15.46114 12.66854 0.87950  -0.28
C -14.10596 12.40120 0.73616  -0.18
C -13.75368 11.40671 -0.18156  -0.28
C -14.76337 10.62569 -0.77272  0.06
H -17.40528 12.17857 0.47715  0.20
H -15.85909 13.48579 1.46271  0.21
H -13.37512 12.97018 1.29162  0.20
H -12.72063 11.16355 -0.38177  0.21
H -14.41284 9.85052 -1.43804  0.22
N -19.56686 7.03813 -1.26000  -0.40
C -19.03937 5.83854 -0.81653  0.01
C -19.83685 4.77433 -0.47493  -0.26
C -21.29913 4.82836 -0.64128  -0.18
C -21.76725 5.96091 -1.31292  -0.28
C -20.89683 7.03169 -1.53818  0.04
H -17.96906 5.77259 -0.68815  0.24
H -19.37988 3.91101 -0.01422  0.21
H -21.99124 4.03292 -0.40749  0.21
H -22.81779 6.07432 -1.53634  0.21
H -21.33234 7.92011 -1.97112  0.21
N -18.26111 8.01121 -4.10456  -0.44
C -17.86330 6.66352 -4.14380  0.04
C -18.07274 5.98806 -5.35207  -0.27
C -18.76886 6.49735 -6.40301  -0.19
C -19.21768 7.81805 -6.34109  -0.26
C -18.91224 8.52003 -5.20356  0.02
H -17.29347 6.29523 -3.30353  0.26
H -17.73378 4.97563 -5.51479  0.20
H -18.89234 6.02859 -7.36811  0.20
H -19.82280 8.18754 -7.15577  0.21
H -19.28781 9.51814 -5.03291  0.22
N -18.68460 9.38396 0.58615  -0.43
C -17.84865 9.12463 1.64868  0.04
C -18.15036 9.55962 2.96884  -0.27
C -19.30966 10.25740 3.22557  -0.19
C -20.25330 10.40496 2.16231  -0.27
C -19.94164 9.92172 0.89293  0.03
H -16.96723 8.51179 1.53064  0.22
H -17.56383 9.27781 3.83080  0.21
H -19.37520 10.78701 4.16452  0.21
H -21.16700 10.98012 2.13515  0.22
H -20.53936 10.22648 0.04662  0.24
N -16.04368 10.04979 -3.65277  -0.44
C -14.97088 9.29919 -4.10393  0.01
C -14.37060 9.38401 -5.38508  -0.26
C -14.82523 10.32734 -6.32950  -0.21
C -15.85811 11.12058 -5.91662  -0.27
C -16.49734 10.89929 -4.67326  0.02
H -14.48948 8.63205 -3.40423  0.22
H -13.50926 8.77600 -5.61925  0.20
H -14.36234 10.49760 -7.29030  0.20
H -16.17077 11.88593 -6.61152  0.21
H -17.25540 11.59123 -4.33717  0.22

charge = -1
expectation value of S² = 0.753
spin multiplicity = 2
HOMO energy (spin up / spin down) = -0.9 / -3.7 eV
lowest unoccupied orbital energy (spin up / spin down) = 2.87 / 2.84 eV
Kohn-Sham gap (spin up / spin down) = 3.8 / 6.5 eV
energy = -49933.3463 eV

---

(2)
DFT (the ωB97M-V functional and the def2-TZVPD basis) results for a cluster of 2 separate species, C27H30BrN2O3S in total.

Last column: natural (NBO) charge in e.
Geometry (Å):
O -7.06873 0.60931 0.67588  -0.50
C -5.80441 0.40127 1.08352  0.52
C -5.30479 -0.98064 1.88213  -0.10
C -6.27119 -1.75025 2.98202  -0.18
C -5.67430 -3.08196 3.76035  -0.21
C -4.12040 -3.58402 3.40625  -0.21
C -3.17683 -2.82118 2.26930  -0.20
C -3.76294 -1.49646 1.48978  -0.11
C -2.91507 -0.63660 0.33329  0.53
O -2.20709 -1.19817 -0.64991  -0.54
C -3.05894 1.02329 0.47435  -0.13
C -1.77989 2.02673 0.25611  0.15
N -0.41145 1.45576 -0.12333  -0.51
C -0.29518 1.38663 -1.51625  0.31
S -0.20228 0.95682 -3.19352  0.06
C -2.04819 3.63951 0.47439  -0.25
C -3.54200 4.18181 0.89706  0.03
C -3.90026 5.78947 1.18735  -0.45
C -4.08076 5.87782 2.84777  -0.43
C -2.83320 5.10598 3.64744  -0.44
Br -2.78015 5.64481 5.61212  -0.03
C -4.84280 3.14848 1.09063  -0.20
C -4.59759 1.54075 0.87689  -0.07
H -7.33926 -1.29555 3.15779  0.27
H -6.34674 -3.62851 4.57482  0.26
H -3.61326 -4.51252 3.95058  0.25
H -2.06915 -3.15970 2.00131  0.25
H -1.13047 4.38609 0.34108  0.26
H -3.07507 6.51632 0.78430  0.24
H -4.98277 6.01387 0.74811  0.25
H -4.14650 6.98147 3.23138  0.24
H -5.06311 5.29833 3.20020  0.22
H -1.77670 5.41439 3.22265  0.22
H -2.93810 3.94002 3.63244  0.24
H -5.92718 3.53362 1.37507  0.27
C 6.43627 -1.48104 -1.40751  -0.64
C 5.65483 -2.40211 -2.38404  0.10
C 5.26855 -1.59320 -3.64718  -0.39
C 4.17441 -0.56647 -3.37793  -0.42
C 2.95443 -1.21785 -2.73713  -0.39
C 3.26861 -2.10796 -1.50494  0.09
N 4.45953 -3.00216 -1.69780  0.26
O 4.04095 -4.10160 -2.46871  -0.09
C 3.49713 -1.22337 -0.24901  -0.64
C 1.95981 -2.89322 -1.15375  -0.62
C 6.72173 -3.47753 -2.77839  -0.62
H 7.44681 -1.27218 -1.78314  0.25
H 5.98325 -0.49786 -1.26940  0.22
H 6.55214 -1.94777 -0.42393  0.24
H 4.92231 -2.27447 -4.43921  0.23
H 6.14740 -1.08015 -4.05403  0.26
H 4.54772 0.24042 -2.73735  0.22
H 3.87977 -0.09195 -4.32081  0.26
H 2.23538 -0.43455 -2.46407  0.27
H 2.45769 -1.82281 -3.50899  0.23
H 3.82996 -1.83214 0.60114  0.23
H 2.56923 -0.72728 0.05833  0.26
H 4.21551 -0.42157 -0.40059  0.22
H 1.57765 -3.47332 -2.00269  0.24
H 1.15193 -2.20796 -0.86897  0.26
H 2.11835 -3.58005 -0.31307  0.24
H 7.06638 -4.02963 -1.89806  0.24
H 7.59903 -3.00675 -3.23879  0.25
H 6.34997 -4.20048 -3.51334  0.24

charge = +1
HOMO energy = -10.5 eV
lowest unoccupied orbital energy = -7.93 eV
Kohn-Sham gap = 2.6 eV
energy = -118453.5193 eV

---

(3)
DFT (the ωB97M-V functional and the def2-TZVPD basis) results for a structure of composition C27H30BrN2ORu.

Last column: natural (NBO) charge in e.
Geometry (Å):
Ru -0.77833 1.38096 -1.83176  0.56
C 2.18815 -4.44863 2.71042  -0.60
C 1.72511 -4.60006 1.25497  -0.10
C 0.76530 -5.79329 1.15244  -0.60
C 2.95122 -4.89622 0.39169  -0.60
C 1.00738 -3.32835 0.81005  0.02
C 1.42256 -2.55774 -0.25708  -0.26
C 0.71351 -1.41576 -0.60649  -0.20
Br 1.39161 -0.40489 -2.08011  0.07
C -0.43103 -0.96802 0.06330  0.38
O -1.09356 0.11509 -0.25211  -0.78
C -0.85696 -1.76633 1.17150  -0.09
C -0.13463 -2.89770 1.49695  -0.17
C -2.09626 -1.35297 1.97023  -0.07
C -2.39840 -2.33135 3.10778  -0.60
C -1.87730 0.03183 2.60146  -0.61
C -3.32852 -1.31947 1.05219  -0.61
H 2.72107 -5.34487 3.03712  0.20
H 1.34451 -4.29713 3.38484  0.21
H 2.85860 -3.59359 2.81462  0.21
H 1.27045 -6.71673 1.44588  0.20
H 0.40292 -5.90961 0.12961  0.21
H -0.10164 -5.66483 1.80176  0.21
H 3.43498 -5.80926 0.74353  0.21
H 3.68465 -4.08927 0.44353  0.21
H 2.67970 -5.04587 -0.65491  0.21
H 2.29559 -2.82099 -0.83659  0.22
H -0.46903 -3.49387 2.33449  0.20
H -1.58282 -2.38307 3.83233  0.20
H -2.59634 -3.33964 2.73834  0.21
H -3.29047 -1.99223 3.63740  0.21
H -1.00261 0.01734 3.25715  0.20
H -2.74539 0.30460 3.20710  0.20
H -1.73198 0.79054 1.83597  0.23
H -3.49639 -2.30180 0.60474  0.20
H -3.20286 -0.59184 0.25438  0.24
H -4.21607 -1.05847 1.63458  0.20
C 1.81090 3.35726 1.24660  -0.24
C 1.02928 2.42269 0.55386  0.09
N 0.45439 2.70674 -0.60016  -0.46
C 0.63887 3.93411 -1.13338  0.23
C 1.38124 4.93710 -0.50621  -0.10
C 1.98188 4.61527 0.72425  -0.13
C 1.48524 6.22426 -1.13399  -0.17
C 0.87710 6.46581 -2.31385  -0.18
C 0.12230 5.44324 -2.98604  -0.08
C -0.52403 5.65223 -4.21555  -0.14
C -1.21464 4.61118 -4.78174  -0.24
C -1.25451 3.36937 -4.13953  0.07
N -0.65474 3.13387 -2.97847  -0.39
C 0.01887 4.17615 -2.40590  0.14
H 2.25903 3.07272 2.18790  0.23
H 0.84807 1.42650 0.94094  0.23
H 2.56845 5.36276 1.24341  0.22
H 2.05520 6.99857 -0.63663  0.22
H 0.94772 7.43917 -2.78229  0.22
H -0.47154 6.62155 -4.69435  0.22
H -1.73015 4.72089 -5.72519  0.23
H -1.77759 2.53138 -4.57656  0.22
C -1.85152 0.44301 -2.97108  -0.37
H -1.50507 -0.02103 -3.90668  0.14
H -2.92146 0.24867 -2.81064  0.14

energy above the lowest of the compared OMol25 structures with the same formula, charge and spin = 0.00 kJ/mol
expectation value of S² = 0.825
spin multiplicity = 2
HOMO energy (spin up / spin down) = -6.9 / -6.8 eV
lowest unoccupied orbital energy (spin up / spin down) = -0.50 / -0.51 eV
Kohn-Sham gap (spin up / spin down) = 6.4 / 6.3 eV
energy = -106137.5378 eV

---

(4)
DFT (the ωB97M-V functional and the def2-TZVPD basis) results for a structure of composition C27H30Cl2N6O3ReSSe2.

Last column: Löwdin charge in e.
Geometry (Å):
Re -1.14754 -1.64123 -1.06849  1.70
Se 1.35898 -4.03057 -2.16767  0.75
Se 1.44373 -3.79114 0.22038  0.80
C -0.33277 -4.43489 0.43624  -0.67
C -0.54392 -5.60002 1.18556  -0.05
C -1.83639 -6.16715 1.13871  -0.02
C -2.77417 -5.68474 0.28978  -0.02
C -2.46600 -4.50935 -0.37284  -0.16
N -1.35858 -3.85183 -0.25850  -0.09
C 1.56485 -2.11070 -2.47127  -0.64
C 2.67672 -1.66844 -3.17308  -0.09
C 2.98483 -0.31241 -3.30556  0.01
C 2.16577 0.58578 -2.63124  -0.05
C 1.13087 0.13398 -1.90004  -0.11
N 0.75556 -1.19337 -1.84532  -0.15
H 0.36280 -5.96748 1.73733  0.13
H -2.03557 -7.02972 1.78917  0.14
H -3.71630 -6.17075 0.11791  0.13
H -3.30161 -4.15797 -0.90146  0.10
H 3.43398 -2.36706 -3.53504  0.12
H 3.81851 -0.09327 -3.99775  0.14
H 2.33282 1.73722 -2.62213  0.14
H 0.57678 0.76212 -1.14220  0.12
Cl 0.98765 -0.57320 3.17407  0.78
C -0.71328 -0.62926 2.94995  -0.58
C -1.59221 -0.31431 3.96792  -0.06
C -3.00989 -0.37651 3.73548  -0.56
Cl -4.08084 -0.20813 5.06050  0.78
C -3.51837 -0.70062 2.43683  -0.17
C -4.85036 -0.79249 2.06901  0.05
C -5.11602 -1.27694 0.78032  0.01
C -4.12266 -1.58502 -0.13596  -0.09
N -2.83966 -1.45822 0.15210  -0.04
C -2.54307 -0.98819 1.44892  -0.10
C -1.17557 -0.92267 1.67801  -0.33
O -0.38132 -1.13977 0.60953  -0.29
H -1.16256 -0.37099 4.95245  0.12
H -5.62931 -0.47532 2.78721  0.13
H -6.14262 -1.45368 0.56400  0.12
H -4.28910 -1.84870 -1.11334  0.08
N -1.85740 -2.24787 -3.03132  -0.07
C -2.86910 -1.41795 -3.76127  -0.18
C -2.43726 0.01015 -3.83488  -0.08
C -2.55322 0.64946 -2.47474  -0.57
O -3.23899 1.59329 -2.14925  0.15
O -1.69649 0.19983 -1.56988  -0.20
H -1.15903 -2.37379 -3.76146  0.11
H -2.23549 -3.14873 -2.85072  0.07
H -3.79184 -1.51148 -3.23655  0.11
H -2.97588 -1.83384 -4.75593  0.14
H -3.08654 0.60923 -4.49601  0.15
H -1.43270 0.04470 -4.24582  0.13
C 5.55188 4.57141 1.74841  -0.04
N 4.55367 4.25030 0.70351  -0.19
C 4.98652 3.78902 -0.66605  -0.09
C 3.25067 4.11244 1.01149  -0.76
S 2.30079 2.90564 0.16396  0.55
N 2.73035 4.80744 2.00129  -0.20
C 1.46813 4.38257 2.60106  -0.10
C 3.26932 6.09590 2.51078  -0.03
H 5.10318 4.55356 2.75869  0.09
H 5.93007 5.60875 1.64897  0.09
H 6.36322 3.84673 1.65040  0.09
H 5.88631 4.32012 -1.02154  0.09
H 4.14892 3.99720 -1.34125  0.04
H 5.11271 2.69648 -0.66327  0.07
H 1.61329 3.39110 3.03740  0.08
H 0.63984 4.40977 1.87089  0.07
H 1.21320 5.08708 3.41651  0.09
H 4.16235 6.48520 2.03963  0.07
H 3.58646 5.87852 3.55319  0.10
H 2.54894 6.91477 2.50424  0.10

charge = +2
energy above the lowest of the compared OMol25 structures with the same formula, charge and spin = 156.22 kJ/mol
expectation value of S² = 3.778
spin multiplicity = 4
HOMO energy (spin up / spin down) = -11.5 / -11.5 eV
lowest unoccupied orbital energy (spin up / spin down) = -6.47 / -7.15 eV
Kohn-Sham gap (spin up / spin down) = 5.0 / 4.3 eV
energy = -212257.5864 eV